A structure of composition C18H35Br2INbSi in a non-equilibrium geometry. Source: OMol25; level of theory: the ωB97M-V functional and the def2-TZVPD basis.

The geometry in ORCA input format:
```
! RIJCOSX wB97M-V def2-TZVPD def2/J DEFGRID3
* xyz -1 1
H -0.58 0.88 3.34
H 1.61 -2.59 -0.42
C -3.93 1.26 -2.03
C 1.17 -3.53 -0.91
C -2.47 0.19 -0.06
C -3.73 0.13 -0.95
H -1.57 1.55 5.78
H 2.01 2.91 1.26
C -1.61 2.58 6.16
H -4.50 -0.72 -0.87
H -1.23 -2.09 -1.54
H -4.87 1.15 -2.68
H -0.86 3.35 -1.43
H 1.63 -4.43 -0.34
H -0.31 4.01 7.18
C 2.24 1.32 -1.13
Br -1.73 3.75 4.61
H 2.85 -1.43 -1.71
H -0.81 -0.61 2.29
H 3.14 1.75 -0.54
C 1.27 -1.19 -3.40
C -0.42 2.94 7.02
H 0.89 -0.13 2.82
H 3.89 0.99 -2.59
I -1.72 -5.39 -2.49
Si 0.12 1.30 0.87
H 1.19 -3.11 -4.55
H -2.54 2.73 6.70
C 2.66 -0.87 -2.68
H 1.34 -4.80 -2.77
H 2.19 1.21 -3.39
H 2.07 -0.29 0.54
Br 1.24 2.30 6.24
C 0.86 3.04 1.20
C -0.13 0.29 2.47
C 0.87 -2.75 -3.50
H -2.33 -0.64 0.72
H 1.60 2.25 -1.38
H -0.49 2.44 7.99
C -1.63 2.50 -1.31
H 0.68 3.79 0.36
H 0.56 3.47 2.23
C -1.46 1.35 -0.26
H 0.37 -0.62 -2.97
H -3.05 3.24 -3.00
H -0.28 -2.82 -3.51
H 3.50 -1.18 -3.41
C -2.91 2.43 -2.21
H 0.78 -0.46 -0.76
H -0.67 -2.47 0.98
H -0.88 -4.96 0.73
H -2.82 -3.33 0.00
C 1.58 -3.72 -2.45
Nb -1.06 -3.56 -0.45
C 2.77 0.72 -2.52
H 2.72 -3.61 -2.58
C 1.42 0.31 -0.20
H 1.36 -0.81 -4.50
*
```

Properties
lowest unoccupied orbital energy: 0.07318 hartree
total energy: -6498.7359 a.u.
frontier orbital gap: 0.2559 Eh
molecular weight: 659.18 g mol⁻¹

=====

The ion C18H35FIN2O6S2 with charge +1 in a non-equilibrium geometry. Source: OMol25; level of theory: the ωB97M-V functional and the def2-TZVPD basis.

The geometry in ORCA input format:
```
! RIJCOSX wB97M-V def2-TZVPD def2/J DEFGRID3
* xyz 1 1
C 4.59 2.42 0.53
O -3.09 1.26 -1.82
S 0.37 -3.13 -0.59
H 1.06 0.03 -1.18
C -2.16 -0.84 -2.19
H 5.74 1.42 2.06
C -1.40 -0.36 1.13
H -2.72 -3.13 2.44
H -1.41 -3.21 1.29
O -2.91 1.44 3.05
H 5.48 3.12 2.39
O -4.83 -0.94 -0.83
H -2.51 -0.93 2.91
H -1.30 0.62 1.59
H -0.32 2.11 0.66
C 3.14 -3.25 -0.96
H -1.10 -3.23 3.02
O -4.33 -1.48 1.50
C -3.41 1.16 0.72
H 3.42 3.93 -1.12
H 0.64 0.15 1.03
H -0.46 -0.45 -3.47
C -1.54 -0.56 -3.56
C -2.18 0.37 -1.24
H 2.02 -4.68 0.24
H -4.36 1.24 0.22
C 1.85 2.53 -0.55
H -0.81 -1.00 3.01
N 0.10 -0.13 -0.93
C 0.75 -1.87 0.65
H 2.29 1.94 -1.36
C 2.78 3.70 -0.26
H -1.37 2.95 -0.54
H 4.16 1.41 0.50
H 1.84 1.91 0.35
H 0.71 -2.24 1.67
H -3.18 -1.15 -2.41
H -1.71 -1.40 -4.22
H -1.91 0.36 -4.00
H -1.66 -1.71 -1.78
H 3.95 -3.86 -1.33
C -0.53 2.27 -0.40
O 3.63 3.40 0.83
H 1.75 -4.78 -1.49
H 5.02 2.58 -0.46
C -3.73 1.25 2.22
I -5.79 1.24 2.79
H 1.80 -1.62 0.50
S -3.91 -1.32 0.16
C -1.64 -1.25 2.35
C -1.71 -2.79 2.24
H -2.62 2.02 -2.17
H 6.67 2.57 1.14
H 2.94 -2.49 -1.71
C 5.69 2.41 1.59
N -2.65 -0.05 0.20
F -3.12 -2.53 -0.27
O 0.56 2.98 -0.95
H 2.19 4.58 0.00
C -0.78 0.99 -1.22
C 0.00 -0.54 0.47
H -2.86 2.07 0.49
C 1.91 -4.09 -0.67
H -0.53 1.33 -2.23
H 3.51 -2.74 -0.07
*
```

Properties
lowest unoccupied orbital energy: -0.11183 hartree
total energy: -2461.3597 a.u.
frontier orbital gap: 0.3084 Eh
SMILES: CCOCCOC[C@H]1N[C@H](CSCC)[C@H](CC)[N@+](CC(=O)I)(S(=O)(=O)F)[C@]1(O)CC
molecular weight: 585.52 g mol⁻¹

=====

A structure of composition C18H35N2OSm in a non-equilibrium geometry. Source: OMol25; level of theory: the ωB97M-V functional and the def2-TZVPD basis.

The geometry in ORCA input format:
```
! RIJCOSX wB97M-V def2-TZVPD def2/J DEFGRID3
* xyz 2 6
H -0.24 -1.79 5.37
H 0.04 0.59 3.15
H 1.27 1.67 -3.56
C -2.05 1.38 -1.12
H -1.63 -4.24 0.22
C -1.38 0.45 -3.45
C -2.08 2.65 1.14
H 0.07 4.93 -0.26
H 1.35 -2.37 4.89
H 1.80 3.05 -2.59
H -1.32 2.98 1.85
H 1.21 0.03 4.36
H 1.52 3.98 -0.62
H 3.84 0.41 -3.37
H 2.66 1.17 -1.23
C -0.37 -1.89 2.16
C -1.50 2.32 -0.20
C -0.16 2.27 -2.07
C 0.79 -0.19 3.36
C -0.33 2.87 -0.78
O -0.42 -0.97 1.23
C 0.53 3.94 -0.16
H -0.41 0.15 -3.87
H -1.96 0.92 -4.26
H -0.34 -3.06 -0.26
N 0.19 -1.53 3.32
H 1.64 -0.11 2.64
H -0.09 -3.30 4.48
H -4.19 0.96 -1.09
H 4.96 0.69 -2.00
C 2.91 0.08 -1.34
H 4.57 -1.00 -2.48
C -1.01 -4.27 2.63
H 1.64 -0.83 -2.82
N -0.86 -3.09 1.81
H 0.69 3.76 0.91
C -1.21 -3.22 0.39
C -1.23 1.38 -2.29
H 3.37 -0.26 -0.37
C 0.92 2.58 -3.05
H -1.68 -4.11 3.49
H 0.18 -0.69 -1.81
Sm 0.21 0.57 -0.20
H -3.15 -0.43 -1.45
H 0.58 3.27 -3.85
H -1.95 -2.46 0.11
H -2.85 3.45 1.09
H -1.91 -0.48 -3.19
C 0.30 -2.29 4.56
C -3.22 0.48 -0.85
H -2.57 1.77 1.59
C 1.66 -0.80 -1.73
H -3.27 0.17 0.21
H -1.47 -5.07 2.03
H 1.84 -1.79 -1.29
H -0.05 -4.68 2.99
C 4.14 0.03 -2.37
*
```

Properties
lowest unoccupied orbital energy (alpha / beta): -0.27157 / -0.26512 hartree
total energy: -1548.9803 a.u.
frontier orbital gap (alpha / beta): 0.2662 / 0.2714 Eh
molecular weight: 445.85 g mol⁻¹
ΔE to the lowest compared entry with this formula, charge and spin: 21.6 kcal/mol

=====

A structure of composition C18H35N3O8PPd. Source: OMol25; level of theory: the ωB97M-V functional and the def2-TZVPD basis.

The geometry in ORCA input format:
```
! RIJCOSX wB97M-V def2-TZVPD def2/J DEFGRID3
* xyz 1 1
O 0.59 -1.08 3.14
H 0.95 -2.67 -4.75
O -1.80 -0.81 2.54
H 3.22 3.62 1.12
H 4.53 1.39 -1.44
O 1.86 0.04 0.60
H -2.37 -3.06 4.11
O 2.36 -0.58 -3.54
H -2.72 -3.08 0.48
C 3.65 3.13 0.25
C 1.30 -1.10 -3.33
H 3.60 -0.03 -0.93
C 2.10 1.27 0.64
O -1.27 -1.81 -1.19
C 1.89 -1.73 3.19
N 3.24 1.73 0.16
H -3.47 -2.16 5.15
H -2.88 4.00 -2.47
C 4.15 0.84 -0.58
H -1.20 3.35 1.67
C -0.53 -1.73 -2.23
H -3.70 3.35 1.03
N -2.46 3.04 -0.66
H -1.40 -0.81 4.57
H 4.98 0.54 0.06
H -2.68 4.74 0.60
H 1.23 -3.59 4.05
H 2.60 -0.92 3.39
H -1.10 -3.24 -3.62
C -3.26 3.90 0.21
H -2.90 -0.04 4.05
H -2.86 -4.29 1.78
H -2.04 1.81 1.85
H -0.44 -4.90 1.43
P -0.46 -1.44 2.01
C -2.34 -4.02 0.86
H -3.78 2.49 -2.21
C -2.81 2.99 -2.07
C -0.85 -3.95 1.09
C -1.50 2.24 -0.18
C -2.26 -0.91 3.92
C 1.91 -2.77 4.28
Pd 0.09 -0.78 -0.04
H 2.12 -2.14 2.21
H 1.62 2.74 2.11
H 1.62 -2.33 5.23
O -0.52 -3.02 2.16
H -2.05 2.44 -2.60
H 4.74 3.16 0.35
C -3.02 -2.19 4.16
H 2.92 -3.17 4.38
H 0.93 3.05 0.51
N 0.67 -1.16 -2.09
C 1.13 2.27 1.25
H -4.08 4.31 -0.39
H -0.32 -3.63 0.19
C 0.41 -1.80 -4.37
H 3.37 3.67 -0.65
C -0.87 -2.17 -3.62
H 0.25 -1.13 -5.21
H -3.83 -2.31 3.43
H -2.55 -4.79 0.12
O -0.05 1.63 1.68
H -1.75 -1.64 -3.96
C -1.23 2.31 1.32
O -0.87 1.45 -0.89
*
```

Properties
lowest unoccupied orbital energy: -0.11054 hartree
total energy: -1942.2107 a.u.
frontier orbital gap: 0.3191 Eh
molecular weight: 558.89 g mol⁻¹

=====

The ion C18H35N4O with charge +1. Source: OMol25; level of theory: the ωB97M-V functional and the def2-TZVPD basis.

The geometry in ORCA input format:
```
! RIJCOSX wB97M-V def2-TZVPD def2/J DEFGRID3
* xyz 1 1
C -3.14 -1.72 0.65
C -1.17 -2.07 -0.27
H 1.45 2.16 0.18
H -1.26 2.95 -2.70
H -4.32 -2.01 2.37
H -0.95 2.96 -0.99
H 4.38 -0.50 -1.75
H 2.03 -4.06 1.68
H -0.64 1.08 0.28
C 2.15 -1.99 1.16
C -4.46 -2.00 1.28
H 1.51 4.63 1.78
H -7.36 -0.59 0.69
N -6.73 -1.35 0.92
H 2.91 -2.19 -0.88
H 0.43 0.01 -0.62
H 1.48 -1.16 0.88
H 1.28 -4.44 -0.51
H 0.79 4.61 -1.28
N -1.42 -0.78 -0.14
C -5.53 -0.98 0.95
C -1.08 1.00 -1.84
N -2.26 -2.69 0.23
H 0.76 -1.96 -1.06
C 1.35 -3.28 1.34
C 0.19 2.99 2.24
C 0.86 3.95 1.24
H 4.60 0.81 -0.57
H -5.19 0.04 0.75
H 0.63 -3.14 2.15
C 1.67 3.23 0.14
C -0.67 2.46 -1.93
H -0.64 0.46 -2.69
H -2.39 -3.69 0.29
H -4.81 -2.99 1.00
H -0.19 -4.47 0.42
H -0.88 2.89 2.04
H 2.74 3.30 0.38
C -0.59 0.36 -0.54
C 4.01 -0.06 -0.82
H 0.28 3.35 3.27
O 4.13 -0.97 0.25
N -2.64 -0.55 0.42
C 0.03 -2.73 -0.83
H 0.96 2.97 -3.25
H 2.59 -1.71 2.12
C 0.83 2.68 -2.21
H -0.24 -3.18 -1.79
C 1.45 3.74 -1.30
H 0.64 2.00 2.21
C 0.62 -3.81 0.09
H 2.96 0.25 -0.96
H 0.09 4.57 0.76
H 2.39 4.08 -1.73
H 1.38 1.74 -2.09
C 3.28 -2.10 0.16
H 3.88 -3.00 0.36
H -2.16 0.89 -1.91
*
```

Properties
lowest unoccupied orbital energy: -0.09721 hartree
total energy: -1000.8733 a.u.
frontier orbital gap: 0.3571 Eh
SMILES: [H]/N=C/Cc1nn(CCCCCCCC)c(CCCCCOC)[nH+]1
molecular weight: 323.50 g mol⁻¹

=====

A structure of composition C18H36AsBrCl2O3PS in a non-equilibrium geometry. Source: OMol25; level of theory: the ωB97M-V functional and the def2-TZVPD basis.

The geometry in ORCA input format:
```
! RIJCOSX wB97M-V def2-TZVPD def2/J DEFGRID3
* xyz -1 1
H -2.20 0.28 3.17
H -1.73 1.25 -4.60
C -1.31 2.44 2.71
H -0.95 0.96 4.39
C 2.90 -0.64 -2.51
H -3.57 6.05 2.41
H -0.48 -2.38 7.00
O -0.15 -1.92 -0.38
H -2.21 -1.83 -5.66
H -1.83 2.56 1.64
C -3.36 3.71 2.82
H 0.35 -0.08 -5.54
H -0.32 3.07 2.82
H 4.60 -1.65 -1.38
H 0.74 0.70 -0.52
O -4.61 3.18 2.70
C -0.08 -1.04 -5.02
C -3.93 0.63 -4.60
H -4.53 1.40 -5.28
C -2.39 0.47 -5.17
S 0.60 1.33 0.72
H -2.46 0.70 -6.34
H 1.90 -2.04 1.21
H -3.98 1.08 -3.51
C 0.12 -1.46 3.91
H -4.55 -0.37 -4.62
H 4.89 0.30 -0.12
C 3.52 -1.24 -1.08
O -2.28 3.10 3.65
C 2.00 -1.75 -3.34
H 2.08 -2.80 -2.81
H 1.29 0.82 3.27
C 0.45 -1.25 -3.48
P -0.92 -1.41 1.09
H -1.94 5.16 1.75
Br -2.67 -0.11 0.30
H -2.09 -1.35 -3.83
As 0.41 -0.12 2.43
H 1.34 -2.89 7.08
H 3.18 0.95 -0.52
H -0.22 -2.13 -3.01
H 2.46 -1.77 -4.44
H 2.46 -1.65 2.94
H 0.16 -3.78 5.86
C -1.20 0.89 3.23
C -1.75 -1.02 -4.93
H 4.34 -0.58 2.06
H 3.18 0.91 1.96
H 3.83 -0.26 -3.16
C 3.73 0.00 -0.06
C 0.44 -2.74 6.34
C -3.09 5.09 1.93
Cl -1.30 -2.69 3.65
C 2.12 -1.14 1.91
H 0.20 -1.96 -5.69
H 0.18 -0.29 -2.88
H -3.68 4.91 0.90
Cl 2.27 -0.48 5.56
H 2.21 0.30 -2.36
H 2.92 -2.16 -0.69
H 0.73 -1.48 -0.54
C 0.84 -1.60 5.19
C 3.36 -0.18 1.49
*
```

Properties
lowest unoccupied orbital energy: 0.10072 hartree
total energy: -7402.4965 a.u.
frontier orbital gap: 0.2459 Eh
molecular weight: 589.26 g mol⁻¹

=====

A structure of composition C18H36AsN4S5Si2Ta in a non-equilibrium geometry. Source: OMol25; level of theory: the ωB97M-V functional and the def2-TZVPD basis.

The geometry in ORCA input format:
```
! RIJCOSX wB97M-V def2-TZVPD def2/J DEFGRID3
* xyz 0 1
C -11.41 -6.60 -0.55
C -11.69 -11.69 -1.75
H -14.31 -10.68 -3.13
S -13.32 -10.78 2.73
H -7.84 -8.27 0.98
C -15.98 -11.13 0.39
H -15.98 -10.78 -2.51
N -12.57 -7.50 -0.68
H -13.85 -7.21 -2.32
H -9.02 -11.13 3.93
H -9.82 -8.20 4.56
H -15.41 -8.41 -1.14
H -16.17 -6.24 1.53
C -11.87 -10.70 -0.77
H -8.70 -7.09 1.88
H -11.83 -4.57 0.45
H -14.82 -14.00 -0.32
S -14.01 -13.64 5.55
H -13.81 -5.76 -1.19
H -11.22 -9.17 4.46
N -10.97 -9.37 1.08
H -15.70 -10.63 1.33
H -11.13 -7.61 3.60
As -15.90 -13.91 4.67
H -16.79 -10.54 -0.10
S -13.58 -8.94 3.55
H -10.45 -13.29 -2.45
C -9.45 -10.72 -0.46
H -14.37 -4.90 2.57
H -14.31 -5.20 0.74
C -9.26 -11.03 2.83
H -11.37 -6.02 -1.48
H -16.36 -12.11 0.77
H -12.57 -12.07 -2.32
C -15.22 -6.72 1.85
H -7.42 -8.05 2.66
C -15.02 -7.48 -0.59
Si -14.51 -11.51 -0.73
C -14.24 -5.61 1.74
C -8.29 -8.10 1.93
C -15.01 -11.28 -2.53
N -13.17 -10.24 -0.41
H -8.55 -10.20 -0.03
C -14.08 -13.21 -0.08
Si -9.74 -9.29 2.39
H -10.09 -11.69 2.59
C -13.78 -6.91 -1.25
N -14.91 -7.80 0.86
S -12.52 -6.39 2.09
Ta -12.94 -8.97 1.35
C -9.30 -11.80 -1.32
H -12.24 -8.21 -1.35
H -10.41 -7.17 -0.60
H -8.33 -11.27 2.30
H -8.33 -12.26 -1.44
H -15.33 -7.14 2.89
C -10.68 -10.23 -0.03
H -10.56 -5.61 1.25
C -10.48 -12.34 -1.94
H -15.97 -6.86 -0.69
C -11.54 -5.63 0.73
H -15.14 -12.23 -2.99
S -16.33 -14.08 2.56
H -13.17 -13.60 -0.52
H -14.06 -13.07 1.04
C -10.60 -8.48 3.90
H -15.67 -8.46 1.05
*
```

Properties
lowest unoccupied orbital energy: -0.04767 hartree
total energy: -5789.3190 a.u.
frontier orbital gap: 0.1557 Eh
molecular weight: 780.89 g mol⁻¹
ΔE to the lowest compared entry with this formula, charge and spin: 0.0 kcal/mol

=====

Q: Among the records above, which one has the highest total energy?
A: C18H35N4O